No. 1
C4H6OS2 in the gas phase at a distorted geometry. Source: the OMol25 dataset; level of theory: wB97M-V/def2-TZVPD.

```
13
Properties=species:S:1:pos:R:3:forces:R:3:nbo_charge:R:1
O 2.443875 -0.340383 -1.282777 -4.51 1.32 -0.39 -0.525
C 1.215723 -0.025447 -1.173558 4.67 -1.63 2.31 0.410
C 0.809012 0.671923 0.182926 -5.08 -3.78 -6.55 -0.310
C -0.142308 -0.032452 1.038648 -1.13 0.37 1.51 -0.371
S -0.735051 -1.689791 0.728902 0.44 -0.61 0.58 -0.005
C -0.713482 1.059732 0.140861 -0.43 -0.52 -0.01 -0.324
S -1.993848 0.498399 -1.120045 0.92 -0.05 0.44 -0.058
H 0.429785 -0.436874 -1.861459 0.60 0.77 0.38 0.169
H 1.435531 1.272933 0.591315 4.12 3.83 2.36 0.226
H -0.100351 0.254484 2.103657 0.04 -0.37 -0.59 0.243
H 0.368537 -2.413542 1.033420 -0.13 0.41 -0.01 0.151
H -1.057242 2.053526 0.496603 0.48 -1.06 0.22 0.248
H -1.960182 -0.872509 -0.878493 0.01 1.33 -0.26 0.149
```
Positions in Å, forces in eV/Å.

As for the structure (SMILES): O=C[C@@H]1[C@H](S)[C@@H]1S. Its energy above the lowest of the compared OMol25 structures with the same formula, charge and spin is 65.8 kcal per mole. Its spin multiplicity is 1. The max |F| comes out at 0.17721 hartree/bohr.


No. 2
A gas-phase ion, C18H30ClF3IN4O4S (charge +1) at a distorted geometry. Source: the OMol25 dataset; level of theory: wB97M-V/def2-TZVPD.

```
62
Properties=species:S:1:pos:R:3:forces:R:3:nbo_charge:R:1
C -2.726194 1.670885 -1.485437 -0.89 0.05 -0.33 -0.424
N -1.751537 2.747935 -1.705107 0.40 -1.88 1.51 -0.438
C -1.013071 2.488456 -2.948063 -0.21 0.47 -1.20 -0.423
C -0.898461 2.993090 -0.606949 -0.60 -0.11 -0.48 0.688
O 0.063907 3.678380 -0.776236 1.41 0.75 0.07 -0.564
C -1.103920 2.433012 0.817744 -0.54 -0.16 -0.78 -0.539
C -0.030964 1.416609 1.290257 1.58 -0.47 1.61 0.168
C 1.461061 1.801378 1.075072 -0.32 0.27 0.15 -0.430
C 2.448826 0.933490 1.909079 0.16 1.46 0.20 -0.476
C 3.699514 0.521883 1.169353 -1.67 -0.14 0.53 0.228
F 4.269115 1.305260 0.257388 0.01 0.77 0.03 -0.296
C 4.251331 -0.632438 1.413516 0.59 0.11 -0.39 0.655
F 3.695916 -1.559527 2.151887 0.09 -0.62 0.50 -0.298
F 5.415629 -0.948853 0.922747 0.50 -0.82 -0.16 -0.280
C -0.443646 1.186566 2.816664 -1.93 1.47 0.36 0.247
O 0.281863 1.820858 3.826222 0.85 -0.93 -0.33 -0.686
N -0.722518 -0.251831 2.997642 -0.76 0.19 0.23 -0.654
C -1.060237 -0.618926 1.649090 3.16 1.26 1.35 0.731
N -2.049717 -1.365262 1.331968 -0.34 -0.74 0.29 -0.501
C -2.959518 -1.994231 2.337171 -0.13 -0.57 -0.82 -0.213
C -3.687616 -3.167311 1.641772 -0.01 -0.90 0.19 -0.459
C -3.014800 -4.547973 1.921664 0.08 0.28 -0.12 -0.499
I -1.927007 -5.291867 0.190383 -0.14 0.27 0.49 0.077
N -0.116745 -0.006015 0.875721 -2.59 -0.27 -2.31 -0.424
C -0.005281 -0.336182 -0.544905 0.79 -0.87 -1.02 -0.249
C 1.348028 -1.052694 -0.910763 -0.26 -0.09 -0.56 -0.414
C 2.127334 -0.299973 -2.027156 0.32 -0.30 -0.66 -0.425
C 2.384358 -1.227745 -3.268611 0.60 0.04 0.53 -0.633
S 2.553053 -0.148052 -4.714075 -0.55 1.57 -0.71 2.082
O 3.239637 1.047991 -4.341335 0.90 -0.56 0.54 -0.901
O 1.277954 0.111142 -5.309298 -0.36 -1.13 0.06 -0.909
Cl 3.719569 -1.097409 -6.128569 -0.43 -0.06 0.80 -0.189
H -3.418037 1.674323 -2.342049 0.26 -0.13 0.29 0.231
H -2.278466 0.660405 -1.411690 -0.05 0.37 -0.16 0.156
H -3.353107 1.821594 -0.595323 0.29 0.21 -0.30 0.205
H -0.470447 1.524030 -2.963730 -0.22 0.27 0.24 0.170
H -0.304607 3.280172 -3.210187 -0.22 -0.13 0.42 0.253
H -1.742515 2.443028 -3.772680 0.22 0.01 0.33 0.220
H -2.113932 2.032900 1.001410 0.44 -0.04 -0.14 0.222
H -1.019612 3.297604 1.499060 0.16 -0.24 -0.34 0.260
H 1.558288 2.870734 1.317291 0.17 -0.38 -0.14 0.248
H 1.740209 1.714178 0.012684 -0.41 0.16 0.22 0.240
H 2.779377 1.559182 2.758177 -0.17 -0.28 -0.21 0.248
H 1.972000 0.064751 2.380680 0.25 0.10 -0.44 0.224
H -1.461395 1.611347 2.947128 0.30 -0.14 -0.55 0.160
H 0.208658 2.776820 3.688662 0.00 -0.25 0.12 0.494
H 0.089485 -0.763360 3.345832 -0.14 -0.13 -0.24 0.413
H -2.244628 -1.555053 0.352679 0.12 0.05 0.16 0.437
H -3.635366 -1.204426 2.686386 0.18 -0.36 0.07 0.236
H -2.349870 -2.414778 3.143707 -0.22 0.54 -0.02 0.232
H -4.726183 -3.263293 1.993911 0.34 0.37 -0.07 0.250
H -3.721253 -3.060367 0.545692 -0.25 0.34 0.42 0.221
H -2.295034 -4.479593 2.747387 -0.18 -0.18 -0.32 0.219
H -3.750073 -5.322985 2.155088 0.23 0.22 -0.14 0.243
H -0.074842 0.531280 -1.213706 -0.19 0.04 0.65 0.235
H -0.792243 -1.034143 -0.881393 0.05 0.42 0.39 0.201
H 1.957578 -1.257533 -0.020799 -0.16 0.32 -0.22 0.233
H 1.105318 -2.045391 -1.330310 -0.04 0.29 0.40 0.215
H 1.585240 0.575510 -2.418778 0.07 -0.17 0.52 0.225
H 3.117611 0.046678 -1.704969 -0.42 0.09 0.08 0.251
H 1.566668 -1.947724 -3.407375 0.31 0.30 -0.39 0.247
H 3.345315 -1.746536 -3.131618 -0.39 -0.01 -0.24 0.258
```
Positions in Å, forces in eV/Å.

As for the structure (SMILES): CN(C)C(=O)C[C@@]1(CCC(F)=C(F)F)[C@H](O)NC(NCCCI)=[N+]1CCCCS(=O)(=O)Cl. The value obtained for the total energy is -2679.19322 Ha. Its spin multiplicity is 1. The max |F| comes out at 0.07123 hartree/bohr. As for the net charge: +1.


No. 3
2 unconnected molecules or ions with the total composition C6H9N at a distorted geometry. Source: the OMol25 dataset; level of theory: wB97M-V/def2-TZVPD.

```
16
Properties=species:S:1:pos:R:3:forces:R:3:nbo_charge:R:1
C 0.232557 -0.557503 -1.478224 0.12 0.05 0.07 -0.311
C 1.310878 -0.139641 -0.811773 -0.19 -0.04 -0.12 -0.124
C 1.335549 1.031132 0.136597 -0.03 0.04 0.03 -0.629
C 2.563141 -0.835636 -1.001773 0.88 -0.49 -0.13 0.258
N 3.576017 -1.381320 -1.136419 -0.95 0.53 0.14 -0.308
H 0.273247 -1.404882 -2.155468 0.04 0.13 0.09 0.214
H -0.721982 -0.057650 -1.345117 0.18 -0.06 -0.02 0.210
H 1.934296 1.849889 -0.277237 -0.06 -0.13 0.05 0.230
H 1.784736 0.746823 1.094281 -0.06 0.03 -0.14 0.228
H 0.319599 1.390622 0.318358 0.17 -0.06 -0.07 0.230
C -1.617678 -0.288071 1.527381 -0.17 0.05 -0.10 -0.386
C -2.585516 0.075583 0.692585 0.11 -0.07 0.15 -0.398
H -1.290951 0.356548 2.340105 -0.08 -0.08 -0.12 0.196
H -1.107187 -1.243721 1.429751 -0.10 0.14 0.00 0.200
H -2.913885 -0.575057 -0.115484 0.06 0.09 0.13 0.194
H -3.092824 1.032884 0.782440 0.07 -0.13 0.02 0.197
```
Positions in Å, forces in eV/Å.

As for the structure (SMILES): C=C(C)C#N.C=C. Its energy above the lowest of the compared OMol25 structures with the same formula, charge and spin is 45.9 kcal per mole. Its spin multiplicity is 1. The max |F| comes out at 0.02131 hartree/bohr.


No. 4
14 unconnected molecules or ions with the total composition C5H38NO15 at a distorted geometry. Source: the OMol25 dataset; level of theory: wB97M-V/def2-TZVPD.

```
59
Properties=species:S:1:pos:R:3:forces:R:3:nbo_charge:R:1
O -0.379644 -1.046235 2.701668 0.50 0.43 -4.71 -0.606
C -0.188010 -0.839961 1.455340 0.35 -0.48 4.29 0.760
O 0.950802 -1.047388 0.842977 0.84 -1.22 0.60 -0.669
C -1.155196 -0.210118 0.530415 -2.32 1.38 -0.57 -0.169
C -2.380750 0.175955 1.320562 -3.20 -0.36 -5.44 -0.394
C -3.318151 -1.082713 0.999469 0.48 2.02 7.45 -0.405
C -4.649309 -0.876950 1.709001 -0.89 -3.52 -2.34 -0.589
N -0.680293 1.113994 -0.000251 5.62 0.07 2.34 -0.782
H 1.549398 -1.525209 1.495364 -0.04 1.01 -0.60 0.529
H -1.496364 -0.900748 -0.381846 1.51 1.66 2.19 0.289
H -2.866292 1.077440 0.786507 0.57 -1.23 0.34 0.171
H -2.249030 0.603331 2.258615 0.32 -0.46 2.14 0.245
H -3.472200 -1.336621 0.022242 0.30 -0.60 -2.51 0.203
H -2.809226 -1.765633 1.707878 -0.07 -0.91 -1.39 0.224
H -4.606558 -0.611848 2.694135 0.60 0.64 2.66 0.210
H -5.273321 -1.850396 1.665533 0.79 1.55 -0.02 0.204
H -5.163563 -0.128511 1.207107 -1.42 1.44 -0.95 0.187
H -0.929026 2.029236 0.482055 -0.21 -1.13 0.43 0.476
H -0.995345 1.255734 -0.930891 0.40 -0.08 -1.27 0.470
H 0.478871 1.115052 0.087863 -3.29 0.12 -1.32 0.478
H -0.479760 -5.418474 -0.624006 1.93 0.89 0.63 0.469
H 0.912576 -5.909805 -0.772844 1.06 -1.02 -0.43 0.467
O 0.479121 -5.156330 -0.417053 -2.97 0.15 -0.18 -0.935
H 3.345224 0.330416 -4.388620 -0.71 0.02 0.21 0.472
H 3.046541 -1.027067 -3.900960 0.28 -1.40 0.21 0.469
O 2.628241 -0.187159 -3.974166 0.40 1.26 -0.40 -0.939
H 2.487643 2.108746 -0.714762 0.54 1.02 1.34 0.475
H 2.907207 0.902301 -1.490192 0.40 -0.72 -0.16 0.495
O 2.196920 1.522230 -1.379369 -1.87 0.13 -1.36 -0.981
H -0.908757 2.960159 -2.342070 -1.27 -1.59 -0.39 0.526
H -2.225426 1.873919 -2.141443 -0.56 -2.75 -2.12 0.500
O -1.755890 2.630386 -1.969565 1.47 4.86 1.96 -1.001
H 2.260510 -2.449608 3.140944 1.05 1.40 0.18 0.506
H 3.242379 -1.171198 3.334660 0.94 1.09 1.86 0.507
O 2.759384 -1.687115 2.743829 -2.28 -3.10 -1.86 -0.980
H 4.873526 -0.357729 -1.198954 -1.12 0.28 0.53 0.478
H 4.402897 0.549531 -0.097518 0.10 0.69 0.89 0.494
O 4.065601 -0.133495 -0.663961 1.70 -1.35 -1.50 -0.953
H -4.316195 3.942443 1.736146 -2.28 1.05 1.00 0.488
H -3.947052 3.197586 0.430395 -0.70 -0.18 -1.00 0.492
O -3.652385 3.530874 1.256162 2.15 -0.73 0.11 -0.960
H 4.482026 -2.370674 -1.401980 -1.43 5.58 2.59 0.447
H 4.314456 -3.731670 -1.207163 0.20 -0.59 -0.45 0.468
O 4.703046 -3.102747 -1.829081 1.06 -4.99 -2.09 -0.915
H 2.366235 2.243677 2.154516 0.16 -0.08 -0.26 0.482
H 2.883080 0.905104 1.575180 0.02 0.75 -0.05 0.500
O 2.764968 1.853109 1.362429 -0.69 -0.08 0.33 -0.985
H -0.918553 4.427222 1.074434 -0.73 -1.94 0.74 0.497
H -1.980322 3.518224 1.768438 -3.54 0.40 1.17 0.500
O -1.153479 3.503168 1.400190 5.10 1.45 -2.01 -0.965
H -0.322293 -0.303334 -2.837886 0.20 0.40 0.48 0.507
H -1.815324 -0.358674 -2.692384 0.00 0.39 0.39 0.500
O -1.027436 -0.014344 -2.231696 0.04 -1.29 -1.84 -0.989
H 4.801577 -0.775520 1.729969 -0.57 -0.20 -0.18 0.491
H 5.256922 0.392233 2.468165 0.93 1.08 0.77 0.486
O 4.472533 0.072675 2.058558 0.41 -1.11 -0.26 -0.961
H -3.593632 -0.634848 -4.087536 0.43 0.71 0.76 0.490
H -4.398461 0.186531 -3.200506 -3.63 1.11 0.91 0.482
O -3.524442 -0.009154 -3.324046 2.93 -1.88 -1.82 -0.957
```
Positions in Å, forces in eV/Å.

Its energy above the lowest of the compared OMol25 structures with the same formula, charge and spin is 97.9 kcal per mole. Its spin multiplicity is 1. The max |F| comes out at 0.15044 hartree/bohr. As for the net charge: +1.


No. 5
C7H10OS in the gas phase at a distorted geometry. Source: the OMol25 dataset; level of theory: wB97M-V/def2-TZVPD.

```
19
Properties=species:S:1:pos:R:3:forces:R:3:nbo_charge:R:1
C 1.927544 -0.231082 1.819579 2.75 -4.99 -1.82 -0.748
S 1.855731 -0.242110 -0.007422 0.11 0.01 -0.65 0.112
C 0.187806 0.581965 -0.202428 -0.17 -4.98 -2.62 0.148
O 0.249848 1.786536 0.272114 -0.33 4.62 1.70 -0.709
C -0.033338 0.525241 -1.722431 -0.08 -1.53 -0.77 -0.259
C -0.920876 -0.299256 -2.358829 1.47 2.51 -0.41 -0.181
C -1.963400 -1.014576 -1.659894 1.27 0.72 -1.06 -0.269
C -1.872847 -0.988245 -0.319979 0.20 0.25 -2.40 -0.124
C -0.880667 -0.256187 0.542244 -2.11 1.54 0.29 -0.478
H 3.082698 -0.185495 1.997854 -2.48 0.41 0.38 0.245
H 1.569267 -1.351014 2.029019 0.65 2.77 0.49 0.217
H 1.270278 0.530255 2.037910 -0.88 1.69 1.61 0.225
H 0.373749 2.431476 -0.434642 0.15 -0.03 0.15 0.491
H 0.773297 0.945153 -2.337688 -0.31 0.22 0.35 0.213
H -0.902779 -0.281410 -3.476458 0.02 -0.19 1.06 0.210
H -2.640705 -1.437800 -2.445630 -0.05 -0.28 1.95 0.228
H -2.616773 -1.573015 0.055988 -1.86 -1.28 2.27 0.202
H -1.517858 0.527674 1.154487 1.16 -1.50 -0.92 0.240
H -0.515137 -0.991370 1.239109 0.47 0.04 0.40 0.236
```
Positions in Å, forces in eV/Å.

As for the structure (SMILES): CS[C@@]1(O)C=CC=CC1. Its energy above the lowest of the compared OMol25 structures with the same formula, charge and spin is 55.5 kcal per mole. Its spin multiplicity is 1. The max |F| comes out at 0.11624 hartree/bohr.


No. 6
A molecular structure, C3H6N2O at a distorted geometry. Source: the OMol25 dataset; level of theory: wB97M-V/def2-TZVPD.

```
12
Properties=species:S:1:pos:R:3:forces:R:3:nbo_charge:R:1
N -0.790333 -0.545845 1.331269 -0.88 0.23 0.75 -0.825
C -0.725170 0.053625 0.021551 -0.01 0.00 0.27 -0.154
C 0.010447 1.392972 -0.131701 -0.10 0.23 0.24 -0.073
O 1.166569 0.706643 -0.681509 0.10 0.04 -0.47 -0.504
C 0.505002 -0.499480 -0.685725 0.05 -0.34 -0.35 0.561
N 0.919541 -1.650633 -0.973054 -0.60 0.65 -0.76 -0.704
H -0.969845 -1.537035 1.195321 0.24 0.15 0.34 0.377
H 0.018708 -0.398483 1.924345 0.06 -0.16 -0.36 0.366
H -1.756540 0.054296 -0.379017 0.83 -0.37 -0.40 0.219
H -0.406989 2.086687 -0.871274 -0.01 -0.23 0.19 0.189
H 0.257792 1.931311 0.783783 0.04 -0.09 0.00 0.189
H 1.770818 -1.594057 -1.533990 0.27 -0.12 0.54 0.359
```
Positions in Å, forces in eV/Å.

Its energy above the lowest of the compared OMol25 structures with the same formula, charge and spin is 48.1 kcal per mole. Its spin multiplicity is 1. The max |F| comes out at 0.02288 hartree/bohr.